## i
Molecular formula: C7H18
Method: DFT, ωB97M-V/def2-TZVPD

Each line ends with the natural charge from an NBO analysis.
Atoms and positions in Å:
C  1.70  -2.55  0.10  -0.591
C  1.13  -1.08  0.18  -0.231
C  0.93  -0.66  1.65  -0.619
C  2.05  -0.24  -0.66  -0.625
H  1.09  -3.34  0.52  0.205
H  2.61  -2.52  0.68  0.194
H  1.95  -2.81  -0.92  0.199
H  0.10  -1.23  -0.23  0.200
H  1.35  -1.27  2.47  0.208
H  1.45  0.28  1.76  0.205
H  -0.12  -0.53  1.92  0.213
H  2.40  0.72  -0.24  0.212
H  2.90  -0.82  -1.00  0.212
H  1.49  0.19  -1.51  0.217
C  -2.44  0.42  0.15  -0.630
C  -2.37  1.65  -0.75  -0.407
C  -1.02  2.39  -0.75  -0.626
H  -3.46  0.27  0.53  0.211
H  -2.05  0.67  1.13  0.211
H  -2.18  -0.50  -0.37  0.214
H  -2.72  1.34  -1.77  0.196
H  -3.13  2.41  -0.51  0.198
H  -1.11  3.42  -0.45  0.216
H  -0.33  1.84  -0.08  0.206
H  -0.48  2.14  -1.67  0.212

Summary:
**Kohn-Sham gap**: 11.833 eV
**Structure (SMILES)**: CC(C)C.CCC
**HOMO level**: -10.77 eV

=====

## ii
Molecular formula: C7H18
Method: DFT, ωB97M-V/def2-TZVPD

Each line ends with the natural charge from an NBO analysis.
Atoms and positions in Å:
C  1.35  -2.24  -0.58  -0.606
C  1.40  -0.87  -0.07  -0.238
C  1.46  -1.08  1.50  -0.629
C  2.60  -0.03  -0.50  -0.602
H  0.40  -2.71  -0.66  0.215
H  2.04  -2.99  0.03  0.201
H  1.81  -2.35  -1.56  0.204
H  0.54  -0.19  -0.38  0.200
H  1.20  -0.15  1.96  0.206
H  0.82  -1.95  1.94  0.219
H  2.48  -0.93  1.87  0.215
H  2.60  0.19  -1.49  0.206
H  2.76  0.79  0.17  0.210
H  3.60  -0.46  -0.26  0.198
C  -2.90  0.36  0.18  -0.599
C  -2.12  1.22  -0.72  -0.405
C  -1.79  2.56  0.03  -0.619
H  -2.96  -0.65  -0.16  0.207
H  -3.96  0.88  -0.04  0.195
H  -2.65  0.37  1.26  0.212
H  -1.25  0.63  -0.99  0.191
H  -2.61  1.47  -1.66  0.197
H  -0.98  2.27  0.84  0.191
H  -1.24  3.31  -0.51  0.215
H  -2.54  2.94  0.72  0.214

Summary:
**Kohn-Sham gap**: 11.601 eV
**Structure (SMILES)**: CC(C)C.CCC
**HOMO level**: -10.63 eV

=====

Least stable structure: ii

=====

## i
Molecular formula: C3H2F2O2
Method: DFT, ωB97M-V/def2-TZVPD

Each line ends with the natural charge from an NBO analysis.
Atoms and positions in Å:
F  0.80  1.75  0.20  -0.323
C  1.47  0.60  0.28  0.145
C  1.00  -0.49  -0.30  0.149
F  1.64  -1.66  -0.24  -0.317
H  2.39  0.68  0.84  0.180
H  0.09  -0.51  -0.88  0.167
O  -2.70  0.50  -0.90  -0.510
C  -2.46  -0.12  0.04  1.017
O  -2.23  -0.74  0.97  -0.508

Summary:
**Kohn-Sham gap**: 10.601 eV
**Structure (SMILES)**: F/C=C/F.O=C=O
**HOMO level**: -10.01 eV

=====

## ii
Molecular formula: C3H2F2O2
Method: DFT, ωB97M-V/def2-TZVPD

Each line ends with the natural charge from an NBO analysis.
Atoms and positions in Å:
C  0.71  0.94  1.34  0.759
C  0.11  0.72  -0.12  0.067
C  0.00  -0.72  0.37  0.413
O  1.09  1.77  2.07  -0.488
O  0.57  -0.38  1.59  -0.468
F  -1.10  1.45  -0.29  -0.333
F  0.82  -1.53  -0.31  -0.337
H  0.72  0.74  -0.95  0.203
H  -0.94  -1.36  0.34  0.184

Summary:
**Kohn-Sham gap**: 12.148 eV
**HOMO level**: -11.41 eV

=====

Least stable structure: ii

=====

## i
Molecular formula: C3H2F2O2
Method: DFT, ωB97M-V/def2-TZVPD

Each line ends with the natural charge from an NBO analysis.
Atoms and positions in Å:
F  1.65  -1.52  -0.35  -0.321
C  1.45  -0.36  0.28  0.158
C  0.80  0.61  -0.34  0.128
F  0.59  1.79  0.26  -0.323
H  1.84  -0.34  1.28  0.181
H  0.42  0.56  -1.35  0.178
O  -2.79  0.21  -0.82  -0.512
C  -2.26  -0.25  0.08  1.021
O  -1.71  -0.70  0.97  -0.510

Summary:
**Kohn-Sham gap**: 10.589 eV
**Structure (SMILES)**: F/C=C/F.O=C=O
**HOMO level**: -9.96 eV

=====

## ii
Molecular formula: C3H2F2O2
Method: DFT, ωB97M-V/def2-TZVPD

Each line ends with the natural charge from an NBO analysis.
Atoms and positions in Å:
O  -3.40  1.33  -0.27  -0.401
C  -2.82  0.41  0.13  0.633
C  -2.10  -0.62  0.51  -0.122
F  -2.04  -1.79  -0.26  -0.336
H  -1.54  -0.75  1.45  0.226
O  1.67  -0.31  0.95  -0.510
C  1.85  -1.00  0.02  0.724
F  1.70  -0.59  -1.27  -0.336
H  1.89  -2.08  0.19  0.122

Summary:
**Kohn-Sham gap**: 9.276 eV
**Structure (SMILES)**: O=C=CF.O=CF
**HOMO level**: -9.45 eV

=====

Least stable structure: ii

=====

## i
Molecular formula: C7H15N2
Method: DFT, ωB97M-V/def2-TZVPD

Each line ends with the natural charge from an NBO analysis.
Atoms and positions in Å:
C  -2.05  -2.55  -2.17  -0.439
N  -1.12  -1.54  -2.28  -0.551
C  -0.23  -1.13  -1.38  0.130
C  -0.10  -1.62  -0.19  -0.421
C  0.58  -0.80  0.79  -0.134
C  0.61  0.51  0.56  0.097
C  -0.32  1.49  -0.10  -0.678
N  1.77  1.16  1.30  -0.527
C  1.50  2.22  2.37  -0.434
H  -2.90  -2.40  -1.51  0.218
H  -2.58  -2.61  -3.04  0.228
H  -1.60  -3.51  -2.08  0.202
H  -0.76  -1.17  -3.14  0.394
H  0.28  -0.26  -1.93  0.189
H  -0.62  -2.38  0.14  0.223
H  1.27  -1.19  1.52  0.195
H  -1.35  1.50  0.38  0.261
H  -0.34  1.36  -1.14  0.236
H  -0.08  2.54  0.12  0.228
H  2.26  0.38  1.76  0.430
H  2.50  1.60  0.70  0.430
H  2.35  2.23  3.03  0.242
H  1.23  3.22  1.77  0.240
H  0.53  1.94  2.90  0.243

Summary:
**Kohn-Sham gap**: 8.372 eV
**Charge**: +1
**Structure (SMILES)**: CN/C=C/C=C(\C)[NH2+]C
**HOMO level**: -11.36 eV

=====

## ii
Molecular formula: C7H15N2
Method: DFT, ωB97M-V/def2-TZVPD

Each line ends with the natural charge from an NBO analysis.
Atoms and positions in Å:
C  3.00  -1.08  -0.14  -0.259
C  3.34  0.01  0.82  -0.262
C  -2.46  -0.33  0.46  -0.293
C  1.27  0.38  -0.19  0.132
C  -1.43  0.00  -0.33  0.113
C  -3.90  0.11  0.31  -0.640
C  -1.54  1.03  -1.36  -0.730
N  2.00  -0.50  -0.96  -0.592
N  1.95  0.38  1.11  -0.535
H  3.83  -1.46  -0.88  0.257
H  2.69  -1.92  0.47  0.193
H  4.14  -0.42  1.56  0.280
H  3.73  0.99  0.37  0.233
H  -2.40  -1.05  1.33  0.221
H  1.04  1.29  -0.63  0.200
H  -3.92  0.94  1.04  0.239
H  -4.59  -0.64  0.78  0.231
H  -4.12  0.17  -0.69  0.220
H  -1.41  1.97  -0.88  0.222
H  -2.50  0.97  -1.91  0.250
H  -0.67  0.87  -2.06  0.213
H  1.59  -1.21  -1.51  0.418
H  1.53  -0.28  1.76  0.443
H  1.90  1.30  1.48  0.444

Summary:
**Kohn-Sham gap (spin up / spin down)**: 7.853 / 8.472 eV
**Charge**: +1
**HOMO level (spin up / spin down)**: -11.91 / -12.06 eV

=====

Least stable structure: ii